No. 1
Entry from the Open Molecules 2025 dataset: one molecule with the formula C6H10O2 (ωB97M-V with the def2-TZVPD basis set).

As for the energy relative to the best compared isomer or geometry (same formula, charge and spin): 103.4 kcal/mol. The lowest unoccupied orbital energy is 1.07 eV. Its charge is 0.

```
18
Properties=species:S:1:pos:R:3:forces:R:3
C 1.841925 -0.395475 -0.116429 2.200 0.689 1.834
C 1.369087 1.193063 0.059974 -0.392 0.137 -1.164
C -0.119622 0.798457 -0.029751 0.873 2.230 2.523
C -1.623665 0.854765 -0.097796 0.129 -0.716 -3.518
C -1.675543 -0.727570 -0.262270 0.645 0.217 1.880
C -0.339450 -1.170702 0.527592 0.053 -1.500 0.457
O 0.861587 -1.433249 -0.331078 -0.395 1.358 0.651
O -0.089764 -0.019503 1.222788 0.268 -0.841 -0.840
H 2.459555 -0.533351 0.822011 -0.940 -0.488 -0.716
H 2.592075 -0.510529 -0.900765 -0.465 0.164 -0.335
H 1.674801 1.686978 1.030714 -0.182 -0.828 -1.205
H 1.735565 1.750222 -0.841623 -0.334 -0.210 0.900
H -0.019370 0.237022 -0.892594 0.501 -1.106 -1.618
H -2.022854 1.270153 -1.057283 0.314 -0.008 0.841
H -2.138868 1.205896 0.717383 -1.067 0.927 1.920
H -1.642053 -0.979971 -1.287758 -0.025 -0.456 -1.067
H -2.524691 -1.162574 0.227849 -0.524 -0.314 0.132
H -0.338715 -2.063635 1.209032 -0.657 0.745 -0.675
```
Forces are in eV/Å.

No. 2
Entry from the Open Molecules 2025 dataset: C56H118In2N6O8 as an isolated structure (ωB97M-V with the def2-TZVPD basis set).

As for the energy relative to the best compared isomer or geometry (same formula, charge and spin): 76.2 kcal/mol. The lowest unoccupied orbital energy is -12.63 eV. Its charge is +4.

```
190
Properties=species:S:1:pos:R:3:forces:R:3
In 2.628866 -0.601837 -10.044934 -0.026 0.174 -0.172
In 2.889444 -6.169834 -4.694466 -0.066 -0.125 0.154
O 1.303294 -1.073792 -4.147104 -1.521 0.667 4.185
C 0.801981 -0.568393 -2.887744 3.377 -0.272 -5.052
C 1.497982 -0.980046 -1.578425 0.197 -3.832 0.890
O 2.133510 -2.208625 -1.407621 -1.979 3.816 -1.080
H -0.267276 -0.778151 -2.915846 -0.600 -0.902 0.642
H 0.779106 0.511878 -3.031226 0.096 0.497 0.447
H 0.869241 -0.635088 -0.757568 -0.633 -0.708 0.705
H 2.229330 -0.191754 -1.400021 1.096 0.630 -0.832
C 10.587075 -2.541699 3.224973 0.718 -0.289 -0.143
C 9.631991 -1.377549 2.890396 0.634 0.923 0.017
C 10.475029 -0.026744 3.075889 -0.823 -1.019 -0.909
C 11.350471 0.286901 1.841274 0.731 -0.519 2.205
C 10.639564 0.337361 0.547539 0.093 -0.919 -1.151
C 9.747015 -0.953538 0.271251 0.204 1.039 0.147
N 9.106221 -1.452512 1.514812 0.937 0.163 -0.259
O 8.306198 -2.589136 1.275014 0.694 0.783 0.271
C 8.621154 -0.517485 -0.640700 -0.449 0.219 0.241
C 10.510793 -2.095421 -0.408594 1.237 -0.108 0.835
C 8.377547 -1.405911 3.764951 0.242 0.318 0.923
H 11.057567 -2.480875 4.206320 -1.046 0.103 0.659
H 11.542745 -2.496234 2.702749 -0.331 0.023 -1.006
H 10.117794 -3.512045 3.062764 0.095 0.038 0.092
H 9.812053 0.810863 3.292624 -0.221 0.005 -0.149
H 11.084900 -0.165452 3.968592 0.045 -0.028 -0.096
H 12.132605 -0.466465 1.747320 -0.019 -0.366 0.187
H 11.938961 1.157088 2.132047 -0.223 0.432 -0.559
H 11.413547 0.281579 -0.217931 0.045 -0.074 -0.214
H 10.195018 1.302722 0.305572 -0.850 -0.215 0.437
H 7.919290 0.007141 0.007563 -0.299 0.229 -0.322
H 9.003924 0.184112 -1.381889 -0.130 -0.239 -0.181
H 8.137945 -1.385034 -1.090103 -0.062 0.185 -0.218
H 11.245582 -2.452097 0.313198 -0.327 -0.684 0.288
H 9.818794 -2.870619 -0.737690 0.315 -0.036 0.116
H 11.221901 -1.817040 -1.186359 -0.705 0.566 -0.547
H 7.941972 -2.403034 3.829135 -0.135 0.149 -0.223
H 7.666113 -0.637799 3.461716 -0.176 -0.243 -0.420
H 8.599002 -1.102340 4.788134 0.433 -0.190 0.113
H 7.447002 -2.176684 1.159823 -0.565 -0.228 -0.084
C 3.420497 5.805824 -9.164897 0.088 -0.779 -0.021
C 2.087896 6.558916 -9.314287 -0.420 0.944 -0.731
C 2.357490 7.696294 -10.342146 0.441 -0.572 -0.240
C 1.111585 8.318170 -10.871997 -0.259 -0.220 0.067
C 0.202503 7.298882 -11.525456 0.810 0.317 0.565
C -0.243554 6.171347 -10.528116 0.728 1.977 -1.950
N 0.927925 5.664130 -9.800113 2.809 1.646 -1.763
O 0.634105 4.782378 -8.817832 -0.676 -0.923 0.985
C -1.272078 6.854629 -9.610007 -0.309 -1.218 0.401
C -0.851074 5.075202 -11.413017 -0.734 0.012 0.627
C 1.770287 7.251750 -7.970274 0.743 0.258 0.713
H 4.180370 6.419006 -8.680443 -0.236 0.323 0.081
H 3.877116 5.506071 -10.108158 -0.363 0.176 -0.309
H 3.381652 4.883527 -8.585275 -0.442 0.019 0.260
H 2.982497 8.494399 -9.941523 0.059 -0.226 0.597
H 2.969194 7.329589 -11.166425 -0.156 -0.407 -0.206
H 1.396900 9.025349 -11.650830 -0.257 0.506 0.382
H 0.584953 8.754350 -10.023169 -0.041 0.701 -0.252
H 0.769010 6.962249 -12.393699 -0.295 -0.588 -0.093
H -0.639456 7.901568 -11.866027 -0.405 -0.669 -0.186
H -0.818812 7.572182 -8.926081 -0.076 -0.353 0.086
H -2.101378 7.377592 -10.086318 0.261 -0.152 -0.517
H -1.718304 5.990357 -9.118067 -0.306 0.355 0.860
H -0.426514 4.978463 -12.412262 0.364 0.195 0.234
H -0.837114 4.096462 -10.933466 -0.108 0.020 0.119
H -1.886049 5.388804 -11.549364 -0.195 -0.337 -0.172
H 2.503082 8.039366 -7.794837 0.137 0.194 -0.456
H 2.010882 6.644635 -7.097554 -0.623 -0.547 0.055
H 0.819036 7.771023 -7.853800 -0.109 -0.425 -0.156
H 0.379532 5.376222 -8.107800 -0.408 -0.269 1.005
C -0.909266 9.127330 -1.600954 -0.044 0.090 -1.173
C -1.891765 8.264124 -0.749175 2.686 0.523 1.824
C -2.478293 9.035274 0.427702 -0.322 0.948 0.519
C -3.470605 10.087318 -0.004053 0.040 -0.517 0.744
C -4.607989 9.381385 -0.638810 -0.710 1.162 -1.295
C -4.251172 8.389970 -1.795479 -0.032 1.744 1.510
N -2.991773 7.728756 -1.515457 -0.474 -0.997 -0.395
O -2.742810 6.784920 -2.550473 0.538 1.005 1.174
C -5.417846 7.437019 -1.837589 -1.153 -1.845 -0.710
C -4.081238 9.204654 -3.110210 -1.167 0.107 -0.539
C -1.037908 7.113570 -0.100267 -0.289 -1.053 -0.903
H -0.323331 9.947317 -1.185731 -0.769 0.122 1.031
H -1.503279 9.544872 -2.413914 0.365 0.088 -0.192
H -0.078389 8.549293 -2.005433 -0.445 -0.553 -0.391
H -2.915632 8.274825 1.074656 -0.568 0.143 0.091
H -1.827840 9.599598 1.095950 1.184 -0.658 -0.484
H -3.049385 10.862616 -0.644038 0.322 -0.180 -0.109
H -3.864607 10.609067 0.868098 0.126 0.100 0.071
H -5.132924 10.213312 -1.108308 -0.792 -0.368 -0.256
H -5.277212 8.986997 0.125845 0.157 -0.502 -0.188
H -6.384410 7.909770 -2.011833 0.319 0.610 -0.434
H -5.341665 6.624321 -2.559958 0.232 0.347 -0.598
H -5.689240 6.850764 -0.959659 0.904 0.392 0.819
H -3.589403 8.619941 -3.887580 0.016 0.142 0.088
H -5.085238 9.463299 -3.446640 -0.297 -0.513 -0.211
H -3.698797 10.223824 -3.054170 0.850 -0.306 0.621
H -1.698726 6.428013 0.430246 -0.231 -0.390 -0.455
H -0.241260 7.210089 0.637396 -0.183 1.662 0.102
H -0.468112 6.652619 -0.907078 -0.436 -0.657 -0.155
H -2.795039 5.962897 -2.057363 0.141 -0.577 -0.085
C -6.313702 2.397245 6.700471 -1.093 0.183 0.879
C -6.386375 2.025932 5.223267 2.041 -0.235 0.060
C -4.998188 1.403605 4.872358 -0.100 -2.404 -2.889
C -5.073217 0.701568 3.427522 1.729 3.463 0.918
C -6.205762 -0.146461 3.320110 -1.916 -1.992 -1.113
C -7.625555 0.350561 3.618336 1.178 -1.347 1.161
N -7.473422 1.003680 4.973286 0.127 0.505 -1.259
O -8.704020 1.451515 5.450486 0.531 -0.137 -0.071
C -8.215686 1.256207 2.545404 -0.616 -0.055 0.355
C -8.520268 -0.943935 3.695780 0.321 -0.137 0.533
C -6.554497 3.306960 4.402839 -1.219 0.835 -0.678
H -6.373494 1.549227 7.382672 0.047 -0.312 -0.251
H -7.140486 3.049829 6.980958 -0.160 0.018 -0.075
H -5.421667 2.946864 7.000938 0.206 -0.079 -0.602
H -4.083047 1.988017 4.776975 -0.613 0.942 0.728
H -4.733657 0.537960 5.479615 -0.287 0.226 0.723
H -4.175237 0.128005 3.197861 0.188 0.011 0.352
H -5.126760 1.420505 2.609984 0.206 0.679 0.148
H -5.925435 -0.999676 3.937804 -0.846 -0.585 -0.213
H -6.286552 -0.358944 2.254081 0.085 -1.114 -0.053
H -7.554708 2.073915 2.258082 -0.382 0.098 0.144
H -8.531937 0.700642 1.662547 0.533 -0.277 -0.026
H -9.178535 1.526983 2.978673 0.070 0.948 -0.138
H -9.437912 -0.788204 4.263022 -0.039 0.074 -0.241
H -8.737901 -1.415696 2.737547 -0.320 0.980 -0.499
H -8.011639 -1.817530 4.103527 0.384 0.433 0.890
H -6.119842 3.347988 3.404099 0.424 -0.511 0.140
H -6.227066 4.207202 4.922883 0.255 -0.259 0.287
H -7.609998 3.483778 4.196062 -0.206 0.004 0.284
H -8.804776 0.881899 6.216629 -0.573 0.049 0.543
C 2.996331 -7.278958 6.003585 -1.684 -1.403 1.113
C 2.074584 -6.638107 7.107274 1.030 1.082 -0.351
C 2.897925 -6.422372 8.413967 0.567 -2.081 -0.247
C 2.421893 -5.411576 9.384963 -0.908 0.861 -0.063
C 2.126382 -4.104308 8.648394 0.424 0.136 1.098
C 1.178169 -4.192157 7.410924 0.737 0.931 1.893
N 1.746089 -5.278636 6.555116 -1.763 1.597 0.032
O 1.005426 -5.262689 5.307716 0.715 -0.738 1.345
C -0.234582 -4.394873 8.014335 -0.813 -0.576 -0.438
C 1.170934 -2.758938 6.724572 1.956 -1.787 -0.653
C 0.772405 -7.427287 7.386001 -0.245 0.135 0.429
H 3.896277 -6.803251 5.613853 -0.575 0.790 0.100
H 2.231171 -7.578850 5.287556 0.695 0.034 -0.828
H 3.374570 -8.211997 6.421254 -0.102 -0.195 0.126
H 2.888313 -7.329592 9.018073 -0.379 -0.707 -0.493
H 3.953183 -6.452016 8.142598 0.151 1.058 -0.091
H 3.116649 -5.248721 10.208913 0.345 0.121 -0.276
H 1.567014 -5.828930 9.917025 -0.436 0.149 -0.191
H 3.135616 -3.728639 8.479834 -0.055 0.321 -0.975
H 1.730384 -3.394541 9.374694 -0.410 0.150 -0.174
H -0.269877 -4.993297 8.924695 0.281 -0.098 -0.120
H -0.682571 -3.434792 8.270593 0.297 0.108 -0.048
H -0.917128 -4.852365 7.298161 0.032 -0.069 -0.125
H 0.733607 -2.833407 5.728936 -0.406 0.377 0.275
H 0.895180 -1.885071 7.314832 -0.709 -0.620 0.204
H 2.239746 -2.602963 6.578248 0.221 0.267 -0.443
H 0.048890 -7.423462 6.570770 0.299 -0.001 -0.219
H 0.260468 -6.981642 8.238893 0.065 0.262 -0.065
H 0.921382 -8.449075 7.735097 0.525 -0.115 -0.422
H 1.671466 -4.949181 4.691507 0.151 -0.005 -0.337
C -3.221286 -7.020710 -2.465074 0.507 0.407 0.876
C -3.425921 -8.256075 -1.556147 -0.606 0.115 -0.381
C -4.393594 -9.148875 -2.346388 1.161 -1.336 0.495
C -4.422490 -10.599726 -1.760322 -0.484 1.602 -0.111
C -3.040789 -11.274355 -1.776610 -1.362 1.932 -0.719
C -2.067467 -10.395910 -0.931547 0.982 -2.620 1.002
N -2.077150 -8.985157 -1.378741 -3.367 -1.301 -1.988
O -1.149918 -8.224909 -0.755625 0.552 0.932 1.081
C -2.449821 -10.740428 0.588855 -0.185 1.742 -0.120
C -0.595149 -10.939767 -1.133697 -0.172 0.407 -0.567
C -4.167062 -7.769541 -0.236217 2.085 -0.978 -0.188
H -4.085836 -6.358156 -2.424130 -0.359 -0.340 -0.178
H -3.005735 -7.278299 -3.502042 0.024 -0.112 0.113
H -2.434371 -6.372948 -2.078743 0.387 -0.131 -0.009
H -5.383517 -8.697835 -2.277732 0.009 -0.054 -0.272
H -4.024082 -9.156181 -3.371815 -0.324 -0.148 -0.217
H -5.167843 -11.160076 -2.324721 0.031 -0.214 0.243
H -4.785591 -10.382490 -0.755802 -0.212 -0.850 0.192
H -2.849236 -11.230790 -2.848760 0.915 -0.279 -0.065
H -3.192177 -12.316377 -1.494869 0.707 0.135 0.419
H -3.479131 -10.503424 0.858057 -0.249 -0.162 -0.481
H -2.301170 -11.763213 0.935120 0.405 -0.008 -0.573
H -1.924025 -10.067962 1.266667 0.577 -0.123 0.091
H 0.200512 -10.482382 -0.545644 -0.467 0.140 0.594
H -0.513179 -12.019993 -1.013325 -0.359 0.023 0.223
H -0.243730 -10.737775 -2.145520 -0.394 0.017 -0.367
H -3.408815 -7.160951 0.256515 -0.432 0.707 0.327
H -4.319557 -8.594183 0.460065 -0.277 -0.090 -0.181
H -5.110021 -7.247755 -0.399521 0.330 0.073 -0.208
H -1.602680 -8.054606 0.073600 0.623 0.537 0.925
```
Forces are in eV/Å.

No. 3
Entry from the Open Molecules 2025 dataset: an isolated ion of composition C5H4N and charge +1 (ωB97M-V with the def2-TZVPD basis set).

As for the energy relative to the best compared isomer or geometry (same formula, charge and spin): 100.1 kcal/mol. The lowest unoccupied orbital energy (alpha / beta) is -8.20 / -8.17 eV. Its charge is +1.

```
10
Properties=species:S:1:pos:R:3:forces:R:3
C -4.541700 -3.049455 -1.003672 -1.952 -0.679 0.162
C -3.298827 -2.846340 -1.134690 1.551 0.378 -0.389
C -0.448449 -0.223165 -0.793984 -1.800 -0.435 -2.103
C -1.570928 -1.089402 -0.962201 0.238 -1.716 -0.857
C 0.226278 -0.064348 0.468434 -0.156 3.132 0.297
N -2.350376 -2.031686 -1.157498 3.087 4.280 1.215
H -0.001081 0.421011 -1.629046 -1.402 -1.256 0.654
H -0.360844 0.603176 1.182922 0.438 -0.468 -0.889
H 1.217609 0.413054 0.345410 -0.546 -0.542 0.112
H 0.202680 -0.970385 0.926721 0.543 -2.695 1.799
```
Forces are in eV/Å.

No. 4
Entry from the Open Molecules 2025 dataset: one molecule with the formula C10H10O3 (ωB97M-V with the def2-TZVPD basis set).

As for the energy relative to the best compared isomer or geometry (same formula, charge and spin): 75.2 kcal/mol. The lowest unoccupied orbital energy (alpha / beta) is -1.32 / -1.54 eV. Its charge is 0.

```
23
Properties=species:S:1:pos:R:3:forces:R:3
C -4.130934 -1.113068 0.201354 -2.797 1.408 -1.164
C -4.076183 1.335164 0.053674 -4.487 -0.072 -0.625
C -2.829349 -1.088815 0.245043 3.479 -2.666 0.109
C -2.777462 1.346877 0.175338 2.464 -2.529 -0.235
C -4.873446 0.071571 -0.159981 1.108 1.564 0.776
C 0.414586 0.733904 0.182048 -2.708 1.791 0.113
C -2.089342 0.087349 0.191921 2.188 0.729 0.782
C 1.734307 0.254733 0.000636 -0.112 -3.016 -0.029
C 1.910225 -1.240494 0.236353 -0.401 -0.374 -1.257
C 2.805417 1.122926 -0.483513 -0.226 3.770 0.417
O -5.986568 0.070157 -0.667177 -0.192 -0.027 0.195
O 0.176050 1.918503 0.215167 0.023 0.708 -0.157
O -0.689480 -0.153096 0.339863 0.054 -0.490 -0.492
H -4.666239 -1.982958 0.055964 -0.930 -1.982 0.120
H -4.680186 2.256386 0.021379 0.491 -0.408 -0.146
H -2.343780 -2.115853 0.220647 -0.071 1.674 0.307
H -2.226056 2.200112 0.090871 1.387 2.232 0.303
H 2.880722 -1.654174 0.479688 0.487 0.742 0.582
H 1.728330 -1.878548 -0.688355 -0.403 1.001 0.657
H 1.167498 -1.526844 0.977071 0.147 -0.364 -0.011
H 3.233319 1.817392 0.374357 -0.627 -1.521 -1.495
H 2.522979 1.910906 -1.288496 -0.153 -1.336 1.407
H 3.562285 0.559640 -0.944508 1.280 -0.834 -0.157
```
Forces are in eV/Å.